Record 1
This record from the Open Molecules 2025 dataset describes 2 unconnected molecules or ions with the total composition C36H33FN2O4S2 at a distorted geometry. The level of theory is ωB97M-V/def2-TZVPD.

The geometry in ORCA input format:
```
! wB97M-V def2-TZVPD RIJCOSX def2/J DEFGRID3
* xyz 0 1
F 1.76957 2.02355 0.40645
C 2.39298 0.82653 -0.04196
C 2.67070 0.97272 -1.54924
C 2.27503 2.12181 -2.24480
C 2.27846 2.13941 -3.63817
C 2.76863 1.03522 -4.33381
C 3.14881 -0.12840 -3.65555
C 3.05682 -0.17203 -2.26454
C 3.64980 0.67155 0.81237
C 4.91717 0.80803 0.24168
C 6.06066 0.74268 1.05197
C 5.94737 0.51136 2.42112
C 4.67541 0.37904 2.98424
C 3.53835 0.56724 2.19965
C 1.31281 -0.29622 0.06750
C 0.34576 -0.33257 -1.14202
C 0.21232 -1.76534 -1.61982
C 1.04279 -2.60723 -0.66099
N 1.84785 -1.66144 0.13379
C 2.30510 -2.17755 1.37801
C 1.45143 -2.29498 2.48721
C 1.99258 -2.61459 3.74605
N 3.27558 -2.94042 3.87498
C 4.06202 -3.03467 2.79098
C 3.60744 -2.67841 1.50749
H 1.93436 2.98088 -1.67197
H 1.93495 3.03821 -4.15477
H 2.85594 1.08908 -5.41701
H 3.53184 -1.00414 -4.18418
H 3.23731 -1.11343 -1.73913
H 5.02138 0.98896 -0.83071
H 7.04788 0.87620 0.60729
H 6.83100 0.42126 3.05880
H 4.55129 0.13132 4.03757
H 2.55628 0.63920 2.66451
H 0.72036 -0.04796 0.96937
H -0.61389 -0.01376 -0.72589
H 0.54929 0.38909 -1.93842
H -0.83562 -2.08902 -1.62028
H 0.56594 -1.87194 -2.64600
H 0.38029 -3.21243 -0.01526
H 1.70665 -3.31050 -1.18307
H 0.38515 -2.15076 2.35555
H 1.39185 -2.60294 4.66224
H 5.09249 -3.39488 2.90471
H 4.26063 -2.68618 0.63300
C -2.13561 -0.86573 3.21837
C -2.93733 -0.42460 2.21137
S -2.22529 0.69203 0.98126
O -0.91383 1.07681 1.49383
O -2.24011 -0.17644 -0.21671
C -3.02343 2.17076 0.27777
C -3.12225 2.36092 -1.11216
C -3.63592 3.55738 -1.62565
C -4.10230 4.54658 -0.75625
C -3.95164 4.38117 0.62168
C -3.37830 3.21527 1.13304
S -4.49599 -1.24516 1.74582
O -5.56136 -0.55009 2.45116
O -4.28313 -2.67047 1.91365
C -4.76793 -0.98434 -0.04438
C -4.01863 -1.75548 -0.93866
C -4.26791 -1.72037 -2.30849
C -5.32301 -0.94586 -2.79366
C -6.01903 -0.10314 -1.92737
C -5.74568 -0.12151 -0.55005
H -1.12683 -0.47561 3.27921
H -2.49885 -1.56917 3.97425
H -2.78405 1.59012 -1.80946
H -3.65168 3.72686 -2.70924
H -4.54496 5.45657 -1.15974
H -4.26123 5.16609 1.30961
H -3.19204 3.11448 2.20033
H -3.21812 -2.39951 -0.57439
H -3.62675 -2.30106 -2.97829
H -5.58241 -1.00691 -3.85018
H -6.79327 0.56795 -2.30778
H -6.28193 0.54091 0.13217
*
```

Results
Highest occupied orbital energy   -0.3060 Eh
Electronic energy   -73421.459 eV
Relative energy (zero: lowest compared OMol25 entry of this formula, charge and spin)   88.04 kJ/mol
HOMO-LUMO gap   0.27826 Ha

Record 2
This record from the Open Molecules 2025 dataset describes a molecular structure, C36H33MgN7P2SSe2. The level of theory is ωB97M-V/def2-TZVPD.

The geometry in ORCA input format:
```
! wB97M-V def2-TZVPD RIJCOSX def2/J DEFGRID3
* xyz 0 1
Mg -0.36381 -2.78080 1.61826
C 4.87546 -5.17472 1.05256
C 3.77676 -6.13139 1.49508
N 2.50656 -5.84540 0.85137
C 1.54858 -5.05001 1.36112
S 0.18129 -4.76057 0.31337
N 1.72825 -4.62813 2.61037
N 0.71712 -3.81854 2.99676
C 0.46130 -3.59741 4.23198
C 1.24735 -4.14855 5.37465
C -0.74387 -2.76064 4.46331
C -1.04875 -2.25707 5.71988
C -2.17918 -1.47378 5.88067
C -2.98670 -1.21923 4.78724
C -2.62242 -1.76514 3.56978
N -1.54125 -2.52124 3.40136
H 5.79628 -5.36763 1.60426
H 4.57148 -4.14442 1.23689
H 5.08857 -5.28177 -0.01167
H 3.62209 -6.05981 2.56855
H 4.04443 -7.16427 1.26347
H 2.38592 -6.09418 -0.11647
H 2.00240 -4.82851 4.99116
H 0.60142 -4.68115 6.07483
H 1.74528 -3.34632 5.92373
H -0.39699 -2.46455 6.55563
H -2.42097 -1.05887 6.85008
H -3.86921 -0.60211 4.86400
H -3.22085 -1.58210 2.68526
Se -1.80442 3.45311 2.36866
P -0.93010 2.81581 0.56718
C -2.07197 3.05667 -0.82270
C -3.43444 2.87486 -0.58499
C -4.35269 3.10998 -1.59206
C -3.92120 3.52597 -2.84609
C -2.57077 3.71899 -3.08319
C -1.64750 3.49440 -2.06957
C 0.56573 3.75700 0.18920
C 0.44076 5.09477 -0.18799
C 1.56860 5.88135 -0.33566
C 2.82628 5.34790 -0.07865
C 2.95148 4.02716 0.31696
C 1.82333 3.22776 0.44473
C -0.42805 1.05697 0.60277
C -0.13338 -0.00956 -0.27888
N 0.11357 -1.07307 0.50784
N -0.02073 -0.68411 1.77765
N -0.36065 0.56822 1.85649
P 0.09016 -0.32803 -2.06260
Se 0.96002 -2.19609 -2.44357
C -1.54622 -0.22194 -2.82559
C -1.64581 -0.36555 -4.21002
C -2.88748 -0.46104 -4.81205
C -4.03928 -0.45453 -4.03472
C -3.94341 -0.33636 -2.65836
C -2.70025 -0.21061 -2.05369
C 1.13038 1.00732 -2.71227
C 0.70113 1.93042 -3.65610
C 1.59583 2.85002 -4.19033
C 2.92165 2.84119 -3.79110
C 3.36001 1.90413 -2.86335
C 2.47209 0.98967 -2.32935
H -3.76463 2.59212 0.40710
H -5.40911 2.97555 -1.39895
H -4.64041 3.70944 -3.63375
H -2.23212 4.06098 -4.05312
H -0.59750 3.67733 -2.24793
H -0.54240 5.52013 -0.34914
H 1.46755 6.91634 -0.63439
H 3.70719 5.96866 -0.17936
H 3.92867 3.61269 0.52607
H 1.92267 2.19701 0.75980
H -0.74766 -0.43694 -4.81111
H -2.95669 -0.56842 -5.88630
H -5.00957 -0.55357 -4.50371
H -4.83793 -0.33766 -2.05002
H -2.63151 -0.11109 -0.97772
H -0.33299 1.94409 -3.97158
H 1.25280 3.56937 -4.92271
H 3.61812 3.55538 -4.21063
H 4.39789 1.88697 -2.55849
H 2.81840 0.23717 -1.63013
*
```

Results
Highest occupied orbital energy   -0.2747 Eh
Electronic energy   -213852.393 eV
HOMO-LUMO gap   0.26246 Ha